(1)
{
  "formula": "C16H31InN2S",
  "method": "the ωB97M-V functional and the def2-TZVPD basis",
  "homo_ev": [-14.57, -14.43],
  "lumo_energy_ev": [-9.257, -8.599],
  "multiplicity": 1,
  "homo_lumo_gap_ev": [5.3147, 5.8311],
  "total_charge": 2,
  "symbols": ["C", "H", "H", "H", "C", "H", "H", "C", "H", "H", "H", "C", "C", "C", "C", "C", "C", "C", "C", "C", "C", "In", "H", "H", "H", "H", "H", "H", "H", "H", "H", "H", "H", "H", "H", "H", "H", "C", "N", "C", "S", "N", "C", "H", "H", "H", "H", "H", "H", "H", "H"],
  "xyz": [[0.981858, 2.361593, -0.837783], [1.938357, 2.523365, -0.385979], [1.276494, 1.592835, -1.712441], [0.551690, 1.835760, 1.505838], [0.179982, 3.658297, -1.080338], [-0.782501, 3.268262, -1.526130], [-0.028211, 4.129334, -0.105785], [0.937525, 4.524064, -2.025553], [0.273454, 5.302494, -2.295897], [1.787847, 4.974041, -1.512195], [1.261447, 4.036757, -2.923617], [-0.977449, -2.252610, -0.259773], [-1.550035, -1.205473, -0.999422], [-0.538191, -0.680432, -1.911101], [0.648617, -1.405085, -1.681458], [0.375072, -2.386821, -0.694377], [1.305145, -3.435851, -0.205067], [1.946663, -1.227447, -2.408813], [-0.788127, 0.266454, -3.029711], [-2.973119, -0.806294, -0.948828], [-1.648695, -3.043435, 0.788500], [-0.079741, 1.016904, 0.254034], [2.782645, -1.695231, -1.874502], [1.871345, -1.702806, -3.397186], [2.202197, -0.173667, -2.571270], [2.252003, -3.445946, -0.769224], [1.555744, -3.306625, 0.859374], [0.847019, -4.430995, -0.310668], [-2.276008, -2.397855, 1.397238], [-2.293987, -3.806487, 0.346039], [-0.926921, -3.534613, 1.444810], [-3.242285, -0.058022, -1.709087], [-3.654814, -1.667413, -1.096475], [-3.275346, -0.369470, 0.016116], [-0.133069, 1.149994, -3.044596], [-0.614256, -0.285252, -3.966122], [-1.814837, 0.632423, -3.020967], [1.460620, -0.028667, 5.743300], [1.055571, -0.731904, 4.525038], [0.405479, -0.154055, 3.485824], [1.021629, -0.660657, 1.981837], [-0.698297, 0.672357, 3.749185], [-1.347831, 0.704248, 5.067411], [1.261561, 1.031217, 5.712977], [2.543530, -0.167735, 5.899750], [0.944569, -0.482902, 6.595100], [1.704382, -1.416935, 4.232172], [-1.143902, 1.025463, 2.986454], [-0.917726, 1.509457, 5.666158], [-2.405104, 0.946411, 4.865843], [-1.280492, -0.250848, 5.576866]],
  "forces_ev_per_a": [[2.239, 0.494, -3.421], [0.483, 0.229, 0.765], [-1.047, 1.979, 1.269], [0.077, 1.583, 1.618], [-0.987, -2.821, -0.042], [0.562, 1.013, 0.332], [0.048, -0.048, -0.475], [0.488, 0.612, 0.526], [-0.505, 1.070, -0.497], [0.100, -0.042, -0.169], [0.172, -0.415, -0.402], [1.712, -0.962, 0.025], [0.147, 2.418, -0.959], [-2.374, 1.727, 1.476], [1.599, -2.063, 1.094], [0.004, 0.162, -0.409], [0.530, -0.415, 0.091], [-0.110, -0.096, 0.155], [-0.064, -0.120, -0.391], [-1.230, 0.209, -0.144], [0.238, 0.007, 0.145], [-1.520, -4.064, -0.068], [-0.286, 0.105, -0.163], [0.078, 0.129, 0.102], [-0.119, -0.141, -0.066], [-0.430, -0.024, 0.248], [-0.084, -0.049, -0.287], [0.166, 0.261, 0.024], [-0.223, 0.039, 0.082], [-0.045, -0.048, -0.008], [-0.086, -0.026, -0.166], [0.187, -0.306, 0.204], [0.422, 0.268, 0.010], [0.176, -0.268, -0.164], [-0.001, -0.370, -0.031], [-0.080, 0.287, 0.059], [0.078, -0.086, -0.101], [0.187, -0.653, 1.047], [-0.851, 1.662, -0.590], [-1.907, 0.820, 1.926], [-0.614, -0.048, -1.356], [4.340, -3.394, 1.820], [-0.630, 0.896, -0.565], [-0.109, 0.179, -0.206], [-0.474, 0.042, -0.213], [0.149, 0.285, 0.001], [0.679, -0.731, -0.318], [-1.410, 1.184, -2.151], [-0.174, -0.219, 0.110], [0.430, -0.171, 0.317], [0.070, -0.079, -0.086]],
  "lowdin_charge": [-0.277, 0.068, 0.097, 0.011, -0.314, 0.116, 0.121, -0.081, 0.082, 0.102, 0.087, -0.206, -0.217, -0.234, -0.193, -0.227, -0.026, 0.018, -0.007, -0.022, 0.011, 0.906, 0.094, 0.122, 0.084, 0.091, 0.070, 0.109, 0.095, 0.122, 0.095, 0.089, 0.121, 0.095, 0.078, 0.125, 0.089, -0.039, -0.039, -0.700, 0.780, 0.003, -0.034, 0.087, 0.112, 0.100, 0.097, 0.038, 0.094, 0.110, 0.098]
}

(2)
{
  "formula": "C16H31MgN3O2",
  "method": "the ωB97M-V functional and the def2-TZVPD basis",
  "homo_ev": [0.56, -4.87],
  "lumo_energy_ev": [2.656, 2.634],
  "multiplicity": 2,
  "homo_lumo_gap_ev": [2.1001, 7.5060],
  "total_charge": -1,
  "symbols": ["Mg", "C", "C", "C", "O", "H", "H", "H", "H", "H", "H", "H", "C", "O", "H", "H", "H", "C", "C", "C", "C", "N", "H", "H", "H", "H", "H", "H", "H", "C", "C", "C", "C", "N", "H", "H", "H", "H", "H", "H", "H", "C", "C", "C", "C", "N", "H", "H", "H", "H", "H", "H", "H"],
  "xyz": [[10.225370, -4.001230, -24.595030], [10.985190, -6.621970, -27.830980], [10.296300, -6.510840, -26.488680], [10.207240, -7.793880, -25.668160], [10.827390, -5.435250, -25.719200], [12.056170, -6.758510, -27.681180], [10.784680, -5.769080, -28.479430], [10.509500, -7.504200, -28.259340], [9.257210, -6.259840, -26.701760], [9.763530, -8.662400, -26.154890], [9.581270, -7.685210, -24.782470], [11.190310, -8.071000, -25.287540], [11.649990, -0.932820, -24.292410], [11.009840, -2.237150, -24.327310], [12.309060, -0.800420, -23.434380], [12.151440, -0.766240, -25.245770], [10.903870, -0.138610, -24.267130], [5.579110, -5.502290, -27.156450], [6.044640, -4.275310, -27.996360], [7.552330, -4.077730, -28.138290], [8.113640, -3.669930, -26.903370], [8.573570, -3.322410, -25.903250], [4.539030, -5.775670, -27.334220], [5.635240, -5.321500, -26.083010], [6.175150, -6.392290, -27.358300], [5.535260, -3.418510, -27.555300], [5.615860, -4.419100, -28.988110], [7.815760, -3.231640, -28.772990], [8.042990, -4.972270, -28.521900], [7.108980, -5.617560, -20.075880], [6.115500, -5.598870, -21.239030], [6.664370, -6.122850, -22.480310], [7.797280, -5.341110, -23.010180], [8.692950, -4.730010, -23.418750], [8.083050, -5.273860, -20.423960], [7.146920, -6.627100, -19.666620], [6.931010, -4.906510, -19.269140], [5.813730, -4.560000, -21.372360], [5.264190, -6.203290, -20.925890], [5.882090, -6.024000, -23.232870], [6.865930, -7.193840, -22.458960], [12.536010, -8.592550, -22.744380], [13.741750, -7.665530, -22.947680], [13.631830, -6.326890, -22.189880], [12.428870, -5.490780, -22.471920], [11.509050, -4.862970, -22.698260], [11.618430, -8.066280, -23.007430], [12.442190, -8.889210, -21.699730], [12.609330, -9.433690, -23.433730], [13.816810, -7.349160, -23.988050], [14.700500, -8.126410, -22.709970], [14.496860, -5.693480, -22.386370], [13.667210, -6.540840, -21.121670]],
  "forces_ev_per_a": [[1.159, 1.069, -0.016], [-0.347, -0.756, 0.431], [-0.182, 2.137, 1.467], [0.372, -0.329, 0.369], [-0.166, -1.013, -0.428], [0.052, -0.063, -0.211], [0.112, 0.124, 0.182], [0.407, -0.220, -0.629], [-0.655, 0.034, -0.298], [0.138, 0.000, -0.557], [-0.037, 0.544, 0.051], [0.231, -0.097, -0.140], [-1.779, -2.465, -0.687], [0.729, 1.203, 0.213], [0.295, -0.087, 0.038], [0.653, 0.035, -0.006], [-0.337, 0.218, 0.305], [0.578, 0.215, 0.029], [-1.307, -1.019, 0.024], [-0.678, 0.178, -0.578], [1.281, 0.262, 2.529], [-0.539, -0.369, -1.207], [-0.032, 0.242, -0.262], [0.216, 0.073, 0.058], [0.106, -0.035, -0.078], [0.336, 0.324, -0.154], [0.137, 0.188, -0.185], [-0.312, -0.109, -0.619], [0.068, -0.010, 0.122], [0.456, 0.147, -0.053], [-0.126, 1.176, 2.677], [0.519, -0.098, -2.078], [0.880, 0.276, 0.128], [-1.673, -1.129, 0.613], [0.290, -0.464, -0.098], [0.410, 0.032, 0.079], [-0.719, -0.078, 0.077], [-0.369, -0.085, -0.198], [-0.340, 0.108, -0.328], [-0.343, -0.051, -0.589], [0.485, -0.106, 0.101], [0.345, 0.633, -0.230], [-0.592, 0.923, -0.578], [-0.158, 0.136, 0.478], [1.592, -1.536, 0.341], [-0.845, 0.625, -0.380], [-0.006, 0.075, -0.011], [0.084, -0.318, -0.060], [-0.014, -0.222, 0.335], [-0.113, -0.413, -0.289], [-0.081, -0.072, 0.253], [0.053, -0.028, -0.133], [-0.235, 0.195, 0.183]],
  "mulliken_spin": [0.574, 0.055, -0.575, 0.088, -0.100, 0.000, 0.005, 0.004, 0.207, 0.010, 0.126, -0.012, 0.003, -0.015, 0.000, -0.001, 0.002, 0.417, 0.076, 0.170, 0.009, -0.162, -0.494, 0.317, -0.036, -0.129, -0.020, 0.028, -0.060, 0.258, 0.458, 2.338, -1.699, 0.431, -0.008, -0.170, -0.024, -0.167, -0.425, -0.092, -0.406, 0.052, -0.002, -0.008, 0.062, -0.066, 0.019, -0.034, 0.000, -0.002, -0.004, 0.001, 0.000]
}

What is the formula in the second record?
C16H31MgN3O2